Run a
5 unconnected molecules or ions with the total composition C2H13NO4, computed with ωB97M-V/def2-TZVPD.

Output
E_HOMO (eV): -10.45
E_LUMO (eV): 0.8
Total charge: 0
SMILES string: C=NC.O.O.O.O
HOMO-LUMO gap (eV): 11.22

Element x y z (Å)
C  1.4620  2.7772  -1.2003
N  1.1050  1.8039  -0.4838
C  2.2425  1.0351  0.0794
H  0.7412  3.3233  -1.7791
H  2.5040  3.0857  -1.3395
H  1.8196  0.1758  0.6024
H  2.6983  1.6480  0.8570
H  2.9852  0.7139  -0.6484
O  -0.6432  -2.9430  -0.1734
H  -1.1000  -3.5111  -0.8007
H  -1.1792  -2.1376  -0.1987
O  -3.2635  -1.5860  -0.5119
H  -3.1329  -0.9393  -1.2123
H  -3.5877  -1.0921  0.2457
O  0.0265  -1.5573  2.5070
H  0.9630  -1.5825  2.2639
H  -0.2874  -2.2402  1.8919
O  -1.5061  0.9196  -0.1874
H  -0.6517  1.0846  -0.6356
H  -1.1955  1.0219  0.7238

Results of the Mulliken charge analysis, in e, for atoms 1 through 6: number 1, C, carries -0.3857; number 2, N, carries -0.2997; number 3, C, carries -0.7185; number 4, H, carries 0.2682; number 5, H, carries 0.2879; number 6, H, carries 0.0313

Run b
5 unconnected molecules or ions with the total composition C2H13NO4, computed with ωB97M-V/def2-TZVPD.

Output
E_HOMO (eV): -9.63
E_LUMO (eV): 0.8
Total charge: 0
SMILES string: C=NC.O.O.O.O
HOMO-LUMO gap (eV): 10.41

Element x y z (Å)
C  -1.2754  1.3151  -1.4914
N  -0.8222  0.2149  -1.8908
C  -1.2260  -1.0660  -1.3609
H  -1.2838  2.1890  -2.1390
H  -1.7904  1.4257  -0.5255
H  -1.8228  -0.9281  -0.4519
H  -0.3983  -1.7085  -1.0770
H  -1.8858  -1.5038  -2.1048
O  0.6340  -0.1584  3.1426
H  1.1489  -0.1605  2.3384
H  1.2924  -0.2656  3.8358
O  2.0301  0.1920  0.6881
H  1.8279  0.4971  -0.2085
H  2.6501  -0.5346  0.6399
O  -1.8261  -1.2637  2.0040
H  -1.0788  -0.7467  2.3405
H  -2.2901  -1.5547  2.7949
O  1.8335  1.0688  -2.0930
H  0.8862  0.8161  -2.1984
H  2.2376  0.7283  -2.8987

Results of the Mulliken charge analysis, in e, for atoms 1 through 6: number 1, C, carries -0.2281; number 2, N, carries -0.4910; number 3, C, carries -0.6164; number 4, H, carries 0.2856; number 5, H, carries 0.2605; number 6, H, carries 0.1759

Stability check: which of them is most stable? run b.

Run a
A gas-phase ion, C5H11N (charge -1), computed with ωB97M-V/def2-TZVPD.

Output
E_HOMO (alpha / beta) (eV): 1.15 / -3.78
Expectation value of S²: 0.753
E_LUMO (alpha / beta) (eV): 4.4 / 4.2
Total charge: -1
Multiplicity: 2
HOMO-LUMO gap (alpha / beta) (eV): 3.24 / 7.94

Element x y z (Å)
C  -2.1479  0.0712  -0.6050
N  -1.2207  -0.4398  0.3726
C  -0.4270  0.4806  1.1382
C  0.8563  0.9170  0.4115
C  1.7399  -0.1943  -0.0091
C  1.5561  -0.9094  -1.1909
H  -2.3431  1.1302  -0.4217
H  -1.7677  -0.0427  -1.6295
H  -3.1090  -0.4484  -0.5458
H  -0.8161  -1.3177  0.0928
H  -1.0902  1.3574  1.2627
H  -0.1746  0.0809  2.1285
H  0.4895  1.5684  -0.4106
H  1.4221  1.5642  1.1126
H  2.7348  -0.2684  0.4293
H  0.6207  -0.8969  -1.7283
H  2.1527  -1.7794  -1.4254

Results of the Mulliken charge analysis, in e, for atoms 1 through 6: number 1, C, carries -1.0814; number 2, N, carries -0.0867; number 3, C, carries -1.4243; number 4, C, carries -0.7703; number 5, C, carries -0.4041; number 6, C, carries -1.0024

Run b
A gas-phase ion, C5H11N (charge -1), computed with ωB97M-V/def2-TZVPD.

Output
E_HOMO (alpha / beta) (eV): 1.39 / -4.07
Expectation value of S²: 0.750
E_LUMO (alpha / beta) (eV): 4.2 / 4.0
Total charge: -1
Multiplicity: 2
HOMO-LUMO gap (alpha / beta) (eV): 2.78 / 8.08

Element x y z (Å)
C  0.4169  0.0233  2.2057
C  -0.1928  -0.6476  0.9471
C  -0.4127  0.3214  -0.1761
C  -1.1692  1.4085  0.0551
C  1.1053  -0.9335  -1.6814
N  0.0161  0.0122  -1.4477
H  0.8641  0.9997  2.0044
H  -0.3309  0.1982  2.9831
H  1.2273  -0.5903  2.6044
H  -1.1334  -1.0549  1.2690
H  0.4611  -1.4481  0.6472
H  -1.4086  2.1832  -0.6587
H  -1.6431  1.5792  1.0195
H  1.9093  -0.7837  -0.9488
H  1.5155  -0.7859  -2.6552
H  0.7934  -1.9579  -1.5083
H  -0.5798  0.0124  -2.2633

Results of the Mulliken charge analysis, in e, for atoms 1 through 6: number 1, C, carries -1.5372; number 2, C, carries -0.8796; number 3, C, carries -0.1988; number 4, C, carries -1.3578; number 5, C, carries -3.8783; number 6, N, carries 0.5220

Run c
2 unconnected molecules or ions with the total composition C5H11N, computed with ωB97M-V/def2-TZVPD.

Output
E_HOMO (alpha / beta) (eV): -0.83 / -0.83
Expectation value of S²: 0.782
E_LUMO (alpha / beta) (eV): 3.7 / 2.8
Total charge: -1
Multiplicity: 2
HOMO-LUMO gap (alpha / beta) (eV): 4.52 / 3.62

Element x y z (Å)
C  2.0745  1.8642  0.7562
C  -0.4805  -2.5209  -0.3635
C  -1.1711  -1.3201  -0.3496
C  -2.5102  -1.2416  -0.0713
C  -0.3875  -0.0369  -0.5106
N  1.4391  2.1999  -0.5087
H  1.3813  1.8170  1.6547
H  2.5803  0.8997  0.7288
H  -1.0414  -3.3520  0.0552
H  0.5746  -2.5495  -0.5978
H  -3.0551  -0.3214  0.1115
H  -3.0918  -2.1553  0.0403
H  0.3152  -0.0152  0.3197
H  0.3344  0.0077  -1.3400
H  -0.9463  0.8834  -0.5148
H  1.1551  3.1756  -0.4093
H  2.8296  2.6655  0.9989

Results of the Mulliken charge analysis, in e, for atoms 1 through 6: number 1, C, carries -0.6918; number 2, C, carries -1.0503; number 3, C, carries 1.2118; number 4, C, carries -1.0560; number 5, C, carries -1.2291; number 6, N, carries -0.7681

Run d
A gas-phase ion, C5H11N (charge -1), computed with ωB97M-V/def2-TZVPD.

Output
E_HOMO (alpha / beta) (eV): 1.32 / -3.31
Expectation value of S²: 0.753
E_LUMO (alpha / beta) (eV): 4.1 / 3.9
Total charge: -1
Multiplicity: 2
HOMO-LUMO gap (alpha / beta) (eV): 2.75 / 7.20

Element x y z (Å)
C  0.8380  -1.2784  -2.0532
N  0.6203  -1.7299  -0.6707
C  -0.3605  -0.9611  0.0860
C  0.1267  0.3962  0.5845
C  -0.7760  1.0486  1.5887
C  -0.9137  2.4540  1.5381
H  0.3265  -0.3427  -2.2464
H  0.4661  -2.0277  -2.7534
H  1.9106  -1.0986  -2.2106
H  1.5131  -1.8189  -0.2156
H  -0.7033  -1.5738  0.9157
H  -1.2174  -0.7821  -0.5679
H  0.2119  1.0422  -0.3042
H  1.1387  0.2711  1.0150
H  -1.4394  0.3796  2.1299
H  -0.2238  3.0286  0.9213
H  -1.5179  2.9929  2.2427

Results of the Mulliken charge analysis, in e, for atoms 1 through 6: number 1, C, carries -1.0723; number 2, N, carries -0.2828; number 3, C, carries -0.9855; number 4, C, carries -0.2644; number 5, C, carries -0.6190; number 6, C, carries -0.8619

Stability check: which of them is most stable? run b.